1.
The following is a DFT calculation (ωB97M-V with the def2-TZVPD basis set) of 12 unconnected molecules or ions with the total composition C52H117N2O32P5S4.

Positions of all 212 atoms, in Å:
H: -0.600 0.977 5.464
O: 3.377 1.074 -2.340
O: -1.812 -6.958 3.173
H: 2.669 -1.855 -1.598
C: 0.518 2.903 -4.883
H: 0.040 -0.956 4.133
H: 0.352 4.835 3.591
H: 5.134 -4.671 -0.273
H: -2.250 2.125 2.897
H: 0.873 -5.957 4.227
H: -0.249 -1.836 -4.660
C: 0.506 -0.315 1.372
H: 0.368 -2.691 -2.590
C: -0.775 6.831 -0.708
H: 2.184 -7.943 -2.118
C: 0.292 0.087 -1.158
C: -2.714 -0.088 -4.091
H: -3.657 -3.708 3.142
O: 1.740 1.163 -6.017
H: -7.876 1.646 2.797
P: -5.397 0.290 2.106
H: 2.044 2.306 3.658
C: -4.648 -1.834 3.462
O: -4.445 -0.447 3.199
C: 4.050 -2.937 1.662
C: 5.771 -4.143 0.440
H: 4.773 -2.262 -0.220
C: 4.480 1.519 7.071
O: 1.702 2.236 7.818
C: 1.046 1.505 -4.801
H: 2.289 -1.047 -10.366
H: -1.738 9.642 2.823
O: -5.201 1.744 2.048
O: 5.086 2.870 -2.068
P: -1.954 6.925 2.759
C: -1.777 -3.126 -2.375
H: 3.999 1.208 7.999
O: -0.089 -4.554 -3.381
H: 2.822 1.147 -9.005
H: 5.966 2.798 6.192
H: 3.903 -4.030 3.603
C: 2.050 0.443 -8.703
H: 0.541 3.770 2.286
H: -4.718 9.623 2.139
H: 3.965 -7.277 -0.488
H: -3.066 2.840 4.180
H: 1.595 -6.036 2.605
O: 2.652 -0.440 -7.716
O: 0.880 -6.717 -4.240
C: 0.157 0.314 5.889
O: 1.039 -6.176 -1.816
H: 1.449 6.061 4.830
C: 1.190 7.108 4.972
O: -3.974 -1.592 -6.020
C: 1.540 -0.482 -9.816
H: -1.589 -3.281 -5.766
H: 2.538 3.973 3.761
H: 3.207 -3.475 1.219
H: -4.664 1.891 -3.626
O: -4.895 -1.412 -3.702
C: -0.985 -5.497 1.138
H: -4.639 -1.983 4.545
C: 4.632 -3.702 2.868
C: -2.758 9.410 3.138
H: 5.613 3.226 7.819
H: -8.736 0.126 3.093
C: -0.157 7.670 4.556
H: -2.728 3.776 2.851
S: -0.627 -6.847 2.366
O: -0.453 7.353 3.185
H: -1.443 5.232 0.650
H: 0.195 0.850 -4.603
O: 0.460 -0.387 -2.289
H: -1.974 -0.796 -4.466
C: -2.782 1.348 -4.573
C: -4.228 1.814 -4.622
H: 4.749 0.237 -0.099
O: -0.861 0.967 2.702
H: -3.027 1.240 -1.359
H: 5.903 -2.036 1.068
H: -0.076 8.757 4.604
H: 2.918 -6.095 0.143
C: -0.532 1.223 -0.881
O: -1.515 2.681 0.591
H: 0.006 -8.351 -6.245
C: 3.145 -6.622 -0.786
C: 3.124 3.024 0.872
H: -0.062 -4.005 -1.433
H: -2.735 6.058 -0.258
H: -1.973 -5.106 1.375
P: 1.189 -5.488 -3.249
H: 0.117 7.155 -0.169
H: 0.908 -4.550 0.674
C: 0.749 -6.446 -5.628
C: 1.018 -0.542 0.074
H: -6.489 1.348 4.797
H: -1.268 7.617 -1.272
C: 5.724 2.364 7.163
C: 0.889 -7.723 -6.397
H: -0.956 7.358 5.229
C: -5.013 0.720 -5.361
C: -3.970 0.919 -0.914
H: -0.037 0.192 6.956
H: -2.116 -2.906 -3.387
H: -4.479 1.812 -0.555
O: -2.100 7.231 1.204
H: -5.609 -2.216 3.118
H: -2.319 2.020 -3.841
C: 0.043 -4.415 1.327
H: 2.005 7.680 4.522
O: 2.021 -1.258 -0.135
C: -7.380 0.738 4.673
H: 0.880 -7.534 -7.475
H: 3.728 -1.677 -2.787
H: 6.550 1.704 7.429
H: -0.007 3.127 -5.813
H: -0.981 -5.988 0.164
C: -1.770 6.187 0.237
H: 0.874 -0.948 2.166
H: -3.654 -2.570 1.763
H: 2.889 0.902 1.164
P: 2.081 -0.407 -6.215
N: 2.757 -1.946 -2.633
H: 1.283 3.665 -4.712
C: 1.869 -7.239 -1.341
H: -0.446 3.224 3.661
H: 1.184 0.948 -8.286
O: -2.391 5.603 3.166
H: 1.369 7.222 6.046
H: -0.829 -1.647 5.550
H: 0.936 -1.617 5.392
C: -0.734 -3.015 -6.385
C: 1.729 3.286 4.020
H: 1.823 2.486 -0.680
H: -0.785 1.826 -1.746
O: 2.927 -1.036 -5.181
H: -2.766 -0.255 -3.021
P: 2.024 2.113 6.388
H: -2.375 -3.941 -1.970
S: 4.032 2.049 -1.512
H: -4.542 0.475 -1.730
H: -1.019 -2.439 -7.261
O: 2.442 -4.707 -3.410
C: 2.767 3.045 -0.621
H: 1.803 1.453 -4.017
C: 0.334 -4.337 2.816
H: -3.325 -1.030 -0.213
H: -0.511 -3.983 3.403
C: -3.529 -2.664 2.844
H: 2.553 3.934 -1.212
H: -3.095 0.191 0.987
O: 1.495 3.284 5.432
H: 2.532 -2.902 -2.928
H: 4.166 1.471 2.111
O: -5.066 -0.460 0.738
C: -0.308 -3.512 -2.374
C: 0.267 -2.191 -5.558
H: -0.346 6.079 -1.380
O: 1.473 0.796 5.649
O: 4.852 -6.174 1.899
O: 6.951 -5.079 2.739
H: 4.730 0.529 6.670
H: -3.472 9.284 1.036
H: -1.908 -2.241 -1.752
C: -3.772 -0.118 0.185
S: -4.228 -0.800 -4.840
C: -0.372 0.748 1.564
C: 0.684 -5.817 3.166
H: -7.306 -0.239 5.151
H: 5.696 1.747 0.181
H: 1.518 -5.773 -6.030
C: 3.697 1.642 1.140
H: -2.513 -2.399 3.134
H: 1.209 -3.690 2.887
H: 1.102 -2.777 -5.177
H: -3.445 10.895 1.794
H: -3.034 10.057 3.967
H: -3.883 2.510 2.839
H: -0.205 -5.968 -5.859
N: -2.951 2.832 3.167
S: 5.669 -4.984 2.071
H: 2.213 -1.203 -3.079
C: -0.881 1.601 0.398
C: 5.190 -2.757 0.660
H: 1.796 -8.302 -6.233
H: 5.379 -3.084 3.371
O: 3.582 2.131 6.111
H: 0.787 -1.115 -9.350
C: 0.444 3.772 3.376
H: 2.301 3.301 1.522
H: 3.999 3.688 0.865
C: -7.791 0.649 3.230
H: -4.322 2.773 -5.127
C: 4.710 1.319 0.025
C: 0.016 -1.047 5.222
H: -2.186 1.480 -5.477
H: 3.607 -1.959 1.854
O: -2.865 8.042 3.502
H: 3.569 -5.974 -1.554
C: -3.667 9.841 1.953
H: 1.342 -7.886 -0.643
H: -0.190 3.079 -4.068
H: -0.406 -3.487 0.953
O: 0.013 -8.020 1.798
H: -0.273 -3.946 -6.712
H: -8.237 1.191 5.184
O: 0.602 -1.023 -6.330
O: -6.868 -0.191 2.492
H: 6.754 -4.297 -0.004
H: -6.087 0.555 -5.249
H: 1.034 0.111 -10.585
H: -4.954 0.765 -6.451

Calculated values
Total charge: 0
Frontier orbital gap (eV): 7.642
Molar mass (g/mol): 1565.628
Highest occupied orbital energy (eV): -7.376
Calculated total energy (hartree): -7868.7695

2.
The following is a DFT calculation (ωB97M-V with the def2-TZVPD basis set) of 7 unconnected molecules or ions with the total composition ClH12O6.

Positions of all 19 atoms, in Å:
H: -0.454 2.107 0.397
H: 0.161 0.137 -3.557
O: 2.516 1.205 0.359
H: -1.461 -3.371 0.621
H: 0.213 3.056 1.437
H: -2.039 -2.031 -1.820
O: -2.463 -1.239 -1.871
H: 1.657 0.792 0.389
O: -0.126 3.006 0.535
O: -0.609 -3.415 0.123
H: -0.322 -2.528 -0.012
H: 0.198 -0.106 2.232
O: 0.599 -0.255 3.086
H: 0.346 0.250 -2.126
H: -1.951 -0.636 -1.323
H: 0.697 0.656 3.452
Cl: -0.291 0.024 0.131
H: 2.495 2.006 0.884
O: 0.835 0.343 -2.936

Calculated values
Total charge: -1
Frontier orbital gap (eV): 10.021
Molar mass (g/mol): 143.543
Highest occupied orbital energy (eV): -6.645
Calculated total energy (hartree): -918.9458

3.
The following is a DFT calculation (ωB97M-V with the def2-TZVPD basis set) of a molecular structure, C15H27FeN2O4S2.

Positions of all 51 atoms, in Å:
C: -3.689 -0.652 -1.644
H: -2.985 -0.582 -0.746
H: -0.883 -0.474 0.819
S: 1.780 1.990 -1.217
H: -1.573 -2.801 0.856
S: 2.381 0.006 -3.404
Fe: -0.049 0.239 -4.937
H: 0.821 -0.759 1.533
H: -0.127 -1.158 -3.574
H: -1.300 -1.782 -2.289
H: 1.881 -1.420 -0.168
H: -0.157 -3.374 1.857
C: -0.575 -0.946 -2.546
C: -0.771 0.403 3.650
H: 3.340 0.696 0.274
O: 0.477 2.150 2.056
H: -1.477 0.898 -1.694
N: 0.411 -0.615 -1.502
O: -1.804 2.061 2.135
C: -0.269 -1.131 1.528
H: 0.988 -3.856 -0.188
H: -1.721 0.558 4.285
H: 1.862 -2.290 -1.774
C: 3.571 2.969 0.688
H: -1.065 1.148 -3.472
H: 0.504 1.864 1.111
C: -0.761 -1.079 3.050
H: 4.276 1.584 -1.035
C: -0.439 -2.643 1.017
H: -3.656 0.993 -3.138
C: 1.442 0.334 -2.030
C: -0.724 1.569 2.565
H: 2.987 3.332 2.810
C: 1.164 -1.800 -0.991
H: 2.659 3.665 0.548
O: -2.161 -1.548 3.049
C: -1.508 0.387 -2.730
H: 4.479 3.578 0.373
O: -4.019 -0.647 2.899
C: 0.270 -2.972 -0.384
H: 2.997 1.527 2.344
H: -4.670 -0.154 -1.342
C: 3.403 1.683 -0.298
N: -2.961 -0.692 2.352
H: 0.110 0.560 4.360
H: -0.526 -3.391 -1.094
C: -3.054 0.024 -2.988
C: 3.566 2.522 2.237
H: -3.139 -0.673 -3.893
H: -3.960 -1.746 -1.892
H: 4.652 2.444 2.575

Calculated values
Total charge: +1
Frontier orbital gap (spin up / spin down) (eV): 6.286 / 6.834
Molar mass (g/mol): 419.370
⟨S²⟩: 6.031
2S+1: 5
Highest occupied orbital energy (spin up / spin down) (eV): -11.742 / -12.256
Calculated total energy (hartree): -3057.6313